(1)
Below is one molecule with the formula C2H4N4 at a distorted geometry, with properties calculated with ωB97M-V/def2-TZVPD.

Geometry as XYZ:
```
10
Properties=species:S:1:pos:R:3:forces:R:3
N 1.532045 0.137334 0.918114 -2.7 0.7 3.8
N 0.411821 0.080775 0.041189 5.1 -0.5 0.9
C 0.266777 -0.901715 -0.859181 -7.0 2.6 1.1
N -1.129210 -0.784625 -1.123584 2.7 1.7 -0.5
C -1.482830 0.422239 -0.467260 -4.8 -4.2 -1.2
N -0.581228 0.878972 0.341134 -0.6 0.3 -0.7
H 1.946853 1.084535 0.836173 -0.5 -0.6 0.1
H 0.832657 0.211712 1.954599 3.4 -0.2 -3.6
H 0.895771 -1.666745 -1.217373 0.8 -0.4 0.1
H -2.692656 0.537519 -0.423809 3.5 0.6 -0.1
```
Forces are in eV/Å.

Values from the calculation:
ΔE to the lowest compared entry with this formula, charge and spin   332.0 kJ/mol
Max |F|   7.58 eV Å⁻¹
Kohn-Sham gap   10.89 eV
SMILES string   Nn1cncn1


(2)
Below is one molecule with the formula C24H27ClN4O3S2 at a distorted geometry, with properties calculated with ωB97M-V/def2-TZVPD.

Geometry as XYZ:
```
61
Properties=species:S:1:pos:R:3:forces:R:3
C 2.107487 3.956645 -0.442481 0.0 0.0 0.0
C 2.347313 3.251672 0.858885 0.1 0.1 0.1
C 2.962892 3.900096 1.919359 0.0 0.0 0.0
C 3.194626 3.220548 3.100324 -0.1 0.0 -0.1
C 2.799437 1.903576 3.276530 0.0 0.0 0.1
C 3.182160 1.195252 4.544371 0.0 0.0 0.0
C 2.110524 1.259377 2.235169 0.1 0.2 0.0
N 1.699098 -0.072172 2.415638 0.2 -0.2 0.0
C 0.715645 -0.349692 3.442885 -0.4 0.1 0.0
C -0.712173 -0.234763 2.894303 0.0 0.0 0.5
N -0.895074 -1.128152 1.768925 0.1 0.2 0.1
C -1.782793 -2.142907 1.860844 -0.1 0.0 0.0
O -2.417484 -2.366115 2.878512 -0.1 -0.2 0.1
C -1.988601 -2.973219 0.631279 -0.2 -0.3 -0.2
C -1.976681 -4.358568 0.737133 0.0 0.2 0.1
C -2.212771 -5.139783 -0.380183 0.0 0.1 0.0
C -2.452156 -4.537276 -1.601254 0.0 0.1 0.1
Cl -2.706194 -5.526105 -3.006715 0.0 -0.1 -0.1
C -2.487209 -3.144611 -1.723385 0.0 -0.2 0.4
N -2.680057 -2.582832 -2.979795 -0.2 -0.8 -0.4
C -2.524040 -1.291414 -3.309656 0.0 0.9 -0.9
N -2.566317 -0.287264 -2.548318 -0.3 -0.4 0.7
C -2.290358 0.973461 -3.154942 -0.6 0.2 -0.3
C -1.213672 1.668929 -2.342690 0.5 -0.4 -0.5
S 0.275165 0.827785 -2.956289 0.3 0.6 -0.1
O 0.318732 -0.534269 -2.508831 -0.2 -0.3 -0.1
O 1.449886 1.625322 -2.741824 0.1 0.3 -0.1
C -0.263715 0.929006 -4.693621 0.2 0.0 0.7
C -1.771212 0.761550 -4.625233 -0.4 -0.3 -0.4
S -2.243322 -0.944339 -5.053476 -0.2 0.0 0.1
C -2.279823 -2.374153 -0.586374 0.0 -0.1 0.2
C 0.056524 -0.891577 0.708629 0.5 -0.1 -0.2
C 1.491505 -0.926515 1.270549 -0.2 0.0 -0.3
C 1.927277 1.941555 1.032460 0.0 0.0 0.0
H 2.908925 4.662634 -0.648412 0.0 0.1 -0.1
H 1.172400 4.517890 -0.396019 0.0 0.1 -0.1
H 2.040774 3.244979 -1.262124 0.0 0.1 0.0
H 3.285707 4.925444 1.812713 0.1 0.1 0.0
H 3.718865 3.717508 3.904894 0.1 0.0 0.1
H 3.245550 0.123146 4.378526 0.0 -0.1 0.1
H 4.151171 1.555799 4.884427 0.0 0.0 0.1
H 2.465270 1.384504 5.344644 0.0 -0.1 0.1
H 0.830317 0.346432 4.270011 0.0 -0.1 0.0
H 0.874895 -1.370455 3.808858 0.0 0.0 0.1
H -1.442284 -0.505525 3.658434 0.1 0.1 -0.1
H -0.891196 0.794834 2.560736 0.0 0.0 0.0
H -1.785696 -4.817428 1.694131 0.0 -0.1 0.1
H -2.202612 -6.216134 -0.308733 0.0 -0.1 0.0
H -2.702952 -3.253025 -3.740467 0.0 0.2 0.2
H -3.216299 1.564819 -3.163911 0.2 0.0 0.0
H -1.353517 1.510710 -1.279736 0.1 0.0 0.1
H -1.102808 2.723250 -2.574120 0.1 0.1 0.0
H 0.224158 0.153865 -5.276546 0.1 0.0 0.1
H 0.041911 1.911115 -5.043480 0.0 0.1 0.0
H -2.279184 1.430765 -5.320900 0.1 0.0 0.1
H -2.342002 -1.303660 -0.681251 0.1 0.0 0.1
H -0.033162 -1.636267 -0.079517 0.0 0.1 0.1
H -0.145363 0.092380 0.271349 0.0 -0.1 0.0
H 2.195619 -0.663181 0.481255 0.0 0.0 0.0
H 1.702786 -1.953646 1.594620 0.0 0.0 -0.1
H 1.464108 1.450202 0.189892 -0.1 -0.1 -0.1
```
Forces are in eV/Å.

Values from the calculation:
Max |F|   1.28 eV Å⁻¹
Kohn-Sham gap   7.75 eV
SMILES string   Cc1ccc(C)c(N2CCN(C(=O)c3ccc(Cl)c(NC4=N[C@H]5CS(=O)(=O)C[C@H]5S4)c3)CC2)c1


(3)
Below is an isolated ion of composition C4H7NO2 and charge +1 at a distorted geometry, with properties calculated with ωB97M-V/def2-TZVPD.

Geometry as XYZ:
```
14
Properties=species:S:1:pos:R:3:forces:R:3
O 2.369718 0.468180 -1.755819 -0.4 -0.7 0.1
C 1.831153 0.743575 -0.732989 1.5 2.1 0.3
N 1.282988 -0.117779 0.224160 -2.3 0.4 -0.7
C 0.094266 0.361483 0.873798 -0.6 -2.6 3.6
C -1.287746 -0.845055 0.660249 1.7 4.3 -1.4
C -1.154314 -0.183728 -0.789843 -4.0 -3.3 -1.3
O -0.635757 -0.731347 -1.716727 1.4 0.5 1.0
H 1.874456 1.798214 -0.296027 -0.4 -0.8 -0.6
H 1.078158 -1.082066 -0.057749 1.1 0.0 -0.1
H 0.319728 0.186245 1.985942 -1.0 0.0 -1.1
H -0.512175 1.275612 0.843652 1.5 0.6 -0.9
H -0.979967 -1.869249 0.778802 -0.1 -0.2 0.0
H -2.193599 -0.370503 1.108454 0.9 -1.0 0.0
H -2.086907 0.366415 -1.125909 0.8 0.9 1.0
```
Forces are in eV/Å.

Values from the calculation:
Multiplicity   2
ΔE to the lowest compared entry with this formula, charge and spin   300.2 kJ/mol
Charge   +1
Max |F|   5.33 eV Å⁻¹
Kohn-Sham gap (alpha / beta)   9.25 / 5.62 eV


Number 1: energy -297.51786 Ha. Number 2: energy -2632.09162 Ha. Number 3: energy -361.38530 Ha.